No. 1
Density functional theory data (ωB97M-V/def2-TZVPD) for a molecular structure, C39H30MnN3O2P.

CARTESIAN COORDINATES (ANGSTROEM)
Mn -0.11 -0.02 -0.01
C -0.88 1.10 4.02
C 0.41 1.17 4.52
C 1.50 0.87 3.72
C 1.29 0.48 2.39
C -0.01 0.40 1.92
C -1.11 0.71 2.70
C 2.36 0.19 1.44
C 3.72 0.21 1.82
C 4.68 -0.02 0.89
C 4.31 -0.28 -0.45
C 5.29 -0.51 -1.44
C 4.92 -0.76 -2.73
C 3.56 -0.78 -3.06
C 2.59 -0.56 -2.12
C 2.94 -0.31 -0.78
N 1.97 -0.08 0.19
H -1.72 1.35 4.65
H 0.58 1.47 5.55
H 2.50 0.95 4.12
H -2.12 0.69 2.32
H 3.98 0.41 2.85
H 5.72 -0.01 1.16
H 6.33 -0.49 -1.15
H 5.67 -0.93 -3.49
H 3.26 -0.98 -4.09
H 1.56 -0.57 -2.41
C -1.13 -0.76 -4.26
C -0.87 0.47 -4.85
C -0.48 1.53 -4.05
C -0.32 1.33 -2.69
N -0.48 0.12 -2.14
C -0.92 -0.89 -2.90
C -0.06 2.43 -1.73
C 0.01 3.75 -2.13
C 0.16 4.75 -1.17
C 0.24 4.39 0.16
C 0.17 3.05 0.49
N 0.02 2.08 -0.42
H -1.49 -1.60 -4.83
H -1.00 0.61 -5.91
H -0.32 2.50 -4.49
H -1.12 -1.83 -2.40
H -0.08 4.02 -3.17
H 0.21 5.79 -1.47
H 0.35 5.12 0.94
H 0.24 2.74 1.52
O -3.71 -0.93 1.20
C -2.63 -1.16 0.76
O -1.91 -0.21 0.10
C -1.94 -2.52 0.81
P -0.14 -2.34 0.75
C 0.54 -3.71 -0.19
C 0.59 -4.96 0.44
C 1.00 -6.07 -0.27
C 1.37 -5.96 -1.60
C 1.34 -4.72 -2.23
C 0.91 -3.60 -1.53
C 0.56 -2.51 2.39
C -0.19 -2.35 3.55
C 0.42 -2.48 4.79
C 1.77 -2.76 4.87
C 2.53 -2.91 3.71
C 1.93 -2.79 2.47
H -2.24 -3.07 -0.09
H -2.28 -3.10 1.67
H 0.31 -5.06 1.48
H 1.04 -7.04 0.22
H 1.70 -6.83 -2.15
H 1.64 -4.63 -3.26
H 0.92 -2.65 -2.02
H -1.25 -2.12 3.50
H -0.17 -2.38 5.69
H 2.24 -2.87 5.84
H 3.59 -3.14 3.78
H 2.52 -2.93 1.57

Summary:
- electronic energy (eV) = -90093.117
- total charge = +2
- spin multiplicity = 4

No. 2
Density functional theory data (ωB97M-V/def2-TZVPD) for 15 unconnected molecules or ions with the total composition C60H165N15O15 in a non-equilibrium geometry.

CARTESIAN COORDINATES (ANGSTROEM)
C -10.47 -1.32 0.97
C -10.34 -0.11 1.85
C -9.74 -0.36 3.24
O -9.72 0.89 3.91
C -8.70 0.94 4.89
N -9.54 0.95 1.18
H -9.54 -1.70 0.56
H -11.04 -1.00 0.10
H -10.96 -2.12 1.54
H -11.31 0.34 2.11
H -8.77 -0.85 3.16
H -10.38 -1.05 3.82
H -7.74 0.60 4.50
H -8.95 0.37 5.79
H -8.57 1.96 5.26
H -9.47 1.64 1.92
H -10.05 1.37 0.41
C -10.77 4.46 7.59
C -9.81 5.60 7.16
C -10.62 6.59 6.31
O -10.82 6.03 5.02
C -11.18 6.97 4.04
N -9.32 6.18 8.42
H -11.58 4.84 8.21
H -10.21 3.70 8.13
H -11.20 3.97 6.71
H -9.01 5.16 6.57
H -10.10 7.54 6.13
H -11.55 6.83 6.83
H -12.15 7.45 4.23
H -11.16 6.43 3.10
H -10.47 7.80 3.94
H -8.70 6.97 8.21
H -10.06 6.75 8.84
C -14.87 -7.92 -1.40
C -15.43 -7.14 -0.20
C -14.37 -6.99 0.88
O -14.91 -6.62 2.14
C -14.04 -6.95 3.21
N -15.86 -5.84 -0.74
H -14.57 -8.92 -1.08
H -14.10 -7.45 -2.00
H -15.76 -8.10 -2.00
H -16.28 -7.70 0.19
H -13.58 -6.29 0.57
H -13.82 -7.93 1.05
H -13.89 -8.02 3.37
H -14.37 -6.46 4.13
H -13.08 -6.45 2.98
H -15.94 -5.14 0.02
H -15.18 -5.48 -1.41
C -19.73 2.27 1.41
C -20.13 2.22 2.86
C -18.98 1.54 3.64
O -18.84 0.17 3.31
C -17.95 -0.49 4.15
N -20.37 3.58 3.38
H -18.92 2.98 1.21
H -20.50 2.62 0.72
H -19.34 1.31 1.06
H -20.93 1.50 3.06
H -19.40 1.61 4.66
H -18.04 2.09 3.66
H -18.34 -0.55 5.18
H -17.01 0.04 4.33
H -17.76 -1.52 3.86
H -20.96 3.47 4.20
H -19.52 3.99 3.80
C -12.42 -7.58 6.43
C -11.41 -8.67 6.21
C -11.69 -9.60 5.01
O -13.06 -9.96 5.10
C -13.51 -10.87 4.12
N -10.10 -8.01 5.98
H -12.48 -6.89 5.58
H -12.17 -6.90 7.25
H -13.40 -7.99 6.66
H -11.26 -9.28 7.10
H -11.02 -10.46 5.08
H -11.54 -9.11 4.04
H -13.41 -10.43 3.12
H -14.56 -11.07 4.31
H -12.91 -11.79 4.14
H -10.09 -7.40 5.16
H -9.43 -8.73 5.71
C -14.53 1.71 12.61
C -13.17 1.78 11.91
C -13.20 1.32 10.47
O -11.89 1.36 9.92
C -11.83 1.00 8.55
N -12.62 3.14 12.05
H -14.53 2.31 13.51
H -14.84 0.68 12.82
H -15.26 2.13 11.91
H -12.50 1.10 12.46
H -13.88 1.96 9.90
H -13.49 0.27 10.35
H -12.34 1.74 7.92
H -12.25 0.01 8.35
H -10.76 0.95 8.37
H -12.11 3.20 12.93
H -11.80 3.11 11.43
C -13.98 -3.81 5.92
C -13.34 -2.52 6.46
C -13.69 -1.40 5.51
O -12.90 -0.25 5.88
C -13.00 0.76 4.89
N -13.93 -2.22 7.76
H -15.04 -3.82 6.15
H -13.58 -4.61 6.57
H -13.73 -4.01 4.88
H -12.25 -2.59 6.51
H -14.76 -1.16 5.45
H -13.40 -1.62 4.48
H -12.23 1.51 5.11
H -13.98 1.23 4.79
H -12.61 0.34 3.96
H -13.33 -2.59 8.50
H -13.94 -1.23 7.98
C -16.60 3.34 8.59
C -15.95 2.14 7.91
C -16.47 0.79 8.44
O -16.30 0.81 9.85
C -16.50 -0.52 10.35
N -16.24 2.17 6.47
H -17.70 3.27 8.58
H -16.33 4.29 8.12
H -16.40 3.41 9.66
H -14.87 2.16 8.11
H -15.84 -0.03 8.07
H -17.51 0.69 8.11
H -16.69 -0.51 11.43
H -15.52 -0.99 10.19
H -17.27 -1.10 9.85
H -15.96 1.34 5.99
H -15.80 2.98 6.03
C -18.84 -4.03 4.97
C -19.51 -4.73 3.78
C -20.89 -5.37 4.11
O -21.21 -6.26 3.04
C -22.49 -6.84 3.27
N -19.57 -3.80 2.66
H -18.78 -4.65 5.86
H -19.53 -3.20 5.19
H -17.87 -3.63 4.68
H -18.85 -5.52 3.42
H -21.65 -4.60 4.24
H -20.77 -5.99 5.00
H -22.50 -7.60 2.48
H -23.33 -6.17 3.07
H -22.64 -7.28 4.26
H -20.23 -4.11 1.95
H -20.04 -2.93 2.92
C -15.17 -7.14 10.33
C -15.57 -5.99 9.41
C -16.37 -6.44 8.19
O -15.62 -7.36 7.41
C -16.20 -7.54 6.14
N -16.33 -5.04 10.25
H -15.95 -7.89 10.47
H -14.83 -6.75 11.29
H -14.37 -7.69 9.84
H -14.65 -5.51 9.05
H -16.57 -5.53 7.61
H -17.33 -6.91 8.45
H -15.67 -8.21 5.46
H -16.26 -6.57 5.63
H -17.19 -7.99 6.30
H -15.62 -4.65 10.87
H -16.59 -4.23 9.69
C -17.97 6.52 3.64
C -17.34 5.33 4.38
C -15.91 5.67 4.88
O -15.14 4.54 5.20
C -13.84 4.84 5.69
N -18.26 4.81 5.38
H -17.63 6.62 2.61
H -17.79 7.46 4.18
H -19.05 6.41 3.52
H -17.20 4.46 3.73
H -15.97 6.40 5.70
H -15.44 6.20 4.04
H -13.31 3.89 5.65
H -13.94 5.21 6.72
H -13.26 5.53 5.08
H -18.33 5.44 6.18
H -17.86 3.98 5.80
C -14.07 -3.19 1.97
C -15.57 -2.90 2.07
C -15.89 -1.54 1.47
O -15.60 -0.53 2.41
C -15.79 0.75 1.85
N -16.37 -3.99 1.51
H -13.75 -3.57 0.99
H -13.93 -4.05 2.63
H -13.41 -2.37 2.24
H -15.83 -2.82 3.14
H -16.95 -1.47 1.17
H -15.38 -1.49 0.50
H -15.39 0.83 0.84
H -15.40 1.49 2.55
H -16.86 0.96 1.72
H -17.34 -3.91 1.80
H -16.07 -4.79 2.07
C -8.75 -3.91 6.06
C -7.72 -4.69 6.86
C -7.91 -4.66 8.38
O -7.37 -3.41 8.83
C -7.10 -3.40 10.21
N -7.78 -6.07 6.40
H -9.77 -4.07 6.43
H -8.67 -4.11 4.99
H -8.60 -2.84 6.25
H -6.69 -4.36 6.71
H -7.42 -5.52 8.84
H -8.96 -4.63 8.70
H -6.85 -2.40 10.56
H -6.23 -4.03 10.39
H -7.91 -3.73 10.86
H -7.27 -6.74 6.95
H -8.69 -6.53 6.28
C -13.87 -1.81 12.46
C -13.68 -3.14 11.71
C -12.30 -3.35 11.11
O -12.09 -2.38 10.11
C -10.90 -2.69 9.38
N -14.05 -4.25 12.58
H -13.79 -0.94 11.80
H -13.17 -1.73 13.29
H -14.88 -1.69 12.87
H -14.32 -3.11 10.82
H -12.28 -4.36 10.68
H -11.51 -3.33 11.87
H -10.94 -3.66 8.88
H -10.10 -2.65 10.13
H -10.66 -1.94 8.63
H -13.28 -4.56 13.16
H -14.69 -3.87 13.28
C -11.78 3.24 2.84
C -12.73 3.41 1.66
C -13.95 4.25 1.97
O -14.76 4.38 0.83
C -15.97 5.06 1.10
N -11.92 4.10 0.63
H -12.25 2.93 3.78
H -11.17 4.13 2.98
H -11.05 2.48 2.55
H -13.08 2.50 1.16
H -13.66 5.24 2.35
H -14.48 3.73 2.79
H -16.56 5.20 0.19
H -15.77 6.06 1.50
H -16.44 4.40 1.84
H -12.51 4.21 -0.20
H -11.18 3.47 0.33

Summary:
- energy relative to the best compared isomer or geometry (same formula, charge and spin) (kcal per mole) = 54.05
- electronic energy (eV) = -117951.765
- total charge = 0

No. 3
Density functional theory data (ωB97M-V/def2-TZVPD) for 3 unconnected molecules or ions with the total composition C4H14NO2 in a non-equilibrium geometry.

CARTESIAN COORDINATES (ANGSTROEM)
C 0.20 0.02 1.22
N 0.37 -0.92 -0.08
C -1.00 -1.39 -0.60
C -1.97 -0.19 -0.24
C -1.11 0.72 0.63
H 0.05 -0.65 2.10
H 1.16 0.61 1.14
H 0.72 -1.85 0.35
H 0.93 -0.46 -0.78
H -1.38 -2.53 -0.37
H -1.07 -1.57 -1.68
H -2.41 0.32 -1.17
H -2.93 -0.49 0.22
H -1.83 1.09 1.60
H -0.77 1.52 0.09
H 2.51 -1.31 -3.07
H 3.22 -0.21 -2.38
O 2.42 -0.66 -2.37
H 1.42 1.94 1.73
H 0.70 3.26 2.25
O 0.77 2.75 1.39

Summary:
- energy relative to the best compared isomer or geometry (same formula, charge and spin) (kcal per mole) = 80.54
- electronic energy (eV) = -9951.269
- total charge = +1

No. 4
Density functional theory data (ωB97M-V/def2-TZVPD) for a molecular structure, C37H55BrCoN3O9SSiTe.

CARTESIAN COORDINATES (ANGSTROEM)
Co 0.78 -0.26 0.05
O 1.35 3.23 -0.66
S 0.36 2.20 -0.47
O -1.01 2.65 -0.52
O 0.60 1.02 -1.41
O 0.61 1.45 0.88
O -0.07 -3.83 5.36
C -0.54 -3.71 4.08
O -1.31 -4.52 3.65
C -0.08 -2.50 3.37
C -0.09 -1.21 3.88
N 0.30 -0.39 2.90
N 0.56 -1.08 1.79
C 0.33 -2.35 2.03
C 0.57 -3.24 0.81
O 0.80 -4.43 0.97
O 0.53 -2.57 -0.28
H 0.65 -3.19 5.48
H -0.39 -0.84 4.85
H 0.32 0.63 2.81
C 3.61 0.03 1.81
C 3.70 -0.96 0.67
O 4.63 -1.78 0.61
N 2.75 -0.88 -0.28
Te 3.06 -2.47 -1.42
C 4.76 -2.08 -2.67
C 5.62 -0.98 -2.65
C 5.45 0.26 -1.81
C 6.73 -0.97 -3.51
C 6.99 -2.00 -4.39
C 8.19 -1.96 -5.30
C 6.12 -3.08 -4.41
C 5.02 -3.15 -3.56
C 4.14 -4.37 -3.67
C 1.64 -2.10 -2.95
C 1.58 -0.88 -3.64
C 2.57 0.23 -3.44
C 0.57 -0.70 -4.58
C -0.36 -1.68 -4.86
C -1.48 -1.44 -5.83
C -0.24 -2.90 -4.21
C 0.74 -3.13 -3.25
C 0.76 -4.51 -2.63
H 4.61 0.43 1.99
H 3.31 -0.51 2.71
H 2.91 0.83 1.61
H 4.62 0.20 -1.13
H 5.30 1.12 -2.45
H 6.36 0.43 -1.22
H 7.39 -0.11 -3.47
H 8.73 -1.02 -5.20
H 7.89 -2.08 -6.34
H 8.88 -2.78 -5.07
H 6.31 -3.90 -5.09
H 4.65 -5.14 -4.25
H 3.21 -4.13 -4.19
H 3.89 -4.80 -2.70
H 2.86 0.33 -2.40
H 2.12 1.18 -3.72
H 3.46 0.06 -4.06
H 0.50 0.26 -5.08
H -1.35 -0.50 -6.36
H -2.44 -1.39 -5.30
H -1.55 -2.24 -6.57
H -0.95 -3.70 -4.42
H 0.91 -5.26 -3.40
H -0.19 -4.70 -2.13
H 1.52 -4.63 -1.86
C -5.40 -0.52 2.40
C -4.80 -1.85 1.93
C -3.63 -2.16 2.88
C -5.86 -2.95 2.09
Si -4.20 -1.71 0.10
Br -2.33 -0.48 0.19
C -3.70 -3.40 -0.66
C -2.95 -4.25 0.37
C -2.71 -3.21 -1.83
C -4.92 -4.19 -1.16
C -5.40 -0.68 -1.01
C -6.85 -1.19 -0.90
C -4.97 -0.78 -2.48
C -5.39 0.81 -0.66
H -5.61 -0.59 3.47
H -6.34 -0.30 1.90
H -4.72 0.31 2.24
H -4.02 -2.20 3.90
H -2.87 -1.38 2.84
H -3.15 -3.11 2.68
H -6.21 -2.96 3.12
H -5.46 -3.94 1.87
H -6.73 -2.79 1.45
H -2.09 -3.74 0.80
H -2.56 -5.15 -0.12
H -3.59 -4.59 1.19
H -1.77 -2.78 -1.49
H -3.10 -2.58 -2.63
H -2.49 -4.20 -2.25
H -5.67 -4.34 -0.38
H -4.58 -5.18 -1.50
H -5.40 -3.70 -2.01
H -6.94 -2.25 -1.14
H -7.48 -0.64 -1.60
H -7.26 -1.03 0.10
H -5.06 -1.79 -2.88
H -3.94 -0.44 -2.62
H -5.62 -0.13 -3.08
H -5.82 1.02 0.32
H -5.99 1.35 -1.40
H -4.38 1.23 -0.68

Summary:
- electronic energy (eV) = -195841.814
- total charge = -1
- spin multiplicity = 2

total charge of number 1 (C39H30MnN3O2P)? +2